The following is a quantum chemistry calculation of a structure of composition C25H32NO3PPdSSi, from OMol25.

Element x y z (Å)
Pd (0.252, 0.957, 0.119)
S (-1.055, -1.653, 1.557)
P (-1.184, 0.935, -1.557)
Si (3.343, 1.111, 0.540)
O (-1.448, 4.596, -0.622)
O (-0.372, 2.863, 0.263)
O (-0.042, -1.295, 0.494)
N (1.850, 0.844, 1.361)
C (-0.535, 0.483, -4.248)
C (-2.901, 0.534, -1.173)
C (-0.449, -1.427, -2.781)
C (-2.134, -2.862, 0.781)
C (-4.661, 0.519, 0.471)
C (-0.157, -2.761, 2.639)
C (-5.536, 0.009, -0.477)
C (4.209, -0.478, 0.004)
C (0.120, -1.664, -5.105)
C (1.668, 0.319, 2.612)
C (2.634, -0.459, 3.283)
C (-0.124, -0.315, -5.306)
C (1.174, -0.789, 5.185)
C (-3.342, 0.780, 0.127)
C (-0.042, -2.219, -3.842)
C (0.448, 0.529, 3.297)
C (2.970, 2.079, -1.034)
C (-0.705, -0.070, -2.981)
C (-1.087, 2.687, -2.030)
C (4.527, 2.145, 1.570)
C (0.214, -0.009, 4.550)
C (-5.100, -0.234, -1.774)
C (-3.785, 0.031, -2.125)
C (-0.989, 3.482, -0.712)
C (2.385, -0.998, 4.534)
H (5.426, 2.400, 1.003)
H (0.605, -2.156, 3.131)
H (-6.564, -0.197, -0.208)
H (-2.724, -3.355, 1.554)
H (-0.128, 2.810, -2.542)
H (-0.299, 1.163, 2.831)
H (-1.524, -3.587, 0.242)
H (-0.533, -1.847, -1.786)
H (2.491, 1.469, -1.806)
H (3.156, -1.595, 5.009)
H (3.915, 2.443, -1.448)
H (3.587, -0.655, 2.806)
H (0.446, -2.285, -5.929)
H (-0.838, -3.181, 3.378)
H (5.004, -0.243, -0.710)
H (-1.891, 3.065, -2.657)
H (4.039, 3.075, 1.871)
H (3.500, -1.149, -0.489)
H (-5.786, -0.630, -2.511)
H (0.164, -3.269, -3.680)
H (-2.653, 1.181, 0.861)
H (0.008, 0.121, -6.288)
H (-3.441, -0.168, -3.132)
H (-0.729, 0.196, 5.043)
H (4.843, 1.629, 2.479)
H (-0.726, 1.535, -4.417)
H (2.338, 2.946, -0.830)
H (4.665, -1.024, 0.832)
H (-5.002, 0.716, 1.479)
H (0.303, -3.540, 2.032)
H (0.992, -1.206, 6.166)
H (-2.794, -2.330, 0.098)

## Properties
Charge: 0
HOMO, eV: -6.9
Kohn-Sham gap, eV: 6.571
LUMO level, eV: -0.36
Multiplicity: 1